Record 1
ORCA calculation (ωB97M-V/def2-TZVPD) on a cluster of 17 separate species, C35H111N21O17 in total at a distorted geometry.

Summary:
Orbital gap   8.372 eV
Energy   -104197.99326 eV
HOMO energy   -0.31472 Eh
E_LUMO   -0.192 eV

```
! RIJCOSX wB97M-V def2-TZVPD def2/J DEFGRID3
* xyz 0 1
O 3.3734 -3.9002 2.2558
O -2.1441 -3.1064 3.2990
O -1.5537 5.9756 -5.4609
O -3.0591 2.9055 -6.2974
O -0.7801 3.9631 0.6572
O 0.2427 0.7008 -0.9936
O -3.2972 -2.1167 -0.8046
O 5.0530 1.2562 -1.4080
O -0.3966 -0.9113 -6.3546
O 2.8205 -3.9187 -0.6408
O -6.5935 -3.5146 1.1874
O -2.7978 4.1726 3.5756
O -5.6288 2.1677 1.9112
O 1.2219 5.1588 3.7710
O 2.6510 -1.6463 -4.4629
O 1.4230 -5.0029 7.2255
O 0.9522 -1.1345 4.6637
N 3.1963 2.5498 -1.0652
N 2.1954 3.1401 5.5327
N 0.6495 -3.9163 3.7583
N -3.2970 2.0980 4.4027
N -3.3366 -4.0659 -1.9457
N 3.0968 0.2780 -0.7626
N -5.4870 -4.5842 2.8710
N -6.9650 0.3909 1.3307
N -4.4278 -2.9546 1.6681
N 3.8461 -6.4156 1.0757
N 3.9231 -3.9206 -7.0846
N 0.8916 4.7442 -0.6460
N -3.4505 2.7136 -2.5801
N -0.4935 0.2798 5.7201
N -2.0063 -0.5458 1.6943
N -4.1212 -2.1214 -2.9252
N 1.7728 0.6499 5.8440
N -2.2027 2.3312 2.4006
N -1.0819 4.1560 -1.6344
N 0.5847 4.8222 -4.0641
N -4.7600 0.4462 0.6936
C 0.8548 -6.1171 4.7400
C -0.0048 0.9617 -2.3539
C 2.5236 1.6801 3.5759
C -3.5641 -2.7312 -1.8440
C -0.9139 0.1837 -0.3603
C 2.5308 -4.7810 8.0560
C -0.6838 -0.3380 1.0440
C -2.6655 2.7609 -4.9282
C 0.7577 -0.1129 5.3222
C 3.3314 -3.5820 -5.7788
C 4.0898 -4.3556 -4.7049
C 2.3316 3.1064 4.0770
C 3.4167 -2.0823 -5.5647
C 1.3743 -4.1016 6.1332
C 0.1868 -1.6033 1.0541
C 6.0201 -6.5878 2.2417
C -2.7372 2.9540 3.4841
C -5.7905 1.1056 1.3409
C -3.9145 1.8814 -6.7582
C -5.5756 -3.6683 1.8541
C -4.4427 4.3790 -4.0973
C -0.3465 6.7084 -5.3566
C 2.7419 -0.2750 -4.2585
C 0.4691 -4.6775 5.0395
C 3.8981 1.3537 -1.0383
C -3.8189 2.9965 -3.9938
C -0.0254 5.8449 3.6451
C -0.4111 4.3006 -0.4643
C 0.2754 6.2789 -4.0217
C -2.2256 6.2194 -6.6915
C 4.6748 -4.4585 2.3182
C 1.5081 7.0569 -3.6200
C 3.3442 -2.4899 2.3353
C 4.6187 -5.9727 2.2465
C 1.1361 3.7867 3.3956
H 3.4974 -0.6140 -0.9969
H -0.7333 5.4084 4.3520
H -2.2910 1.3223 2.2626
H -0.0583 -0.6362 -5.4953
H -2.9942 -4.5733 -1.1525
H 0.2786 6.3693 -6.1987
H -1.7756 5.6982 -7.5411
H 5.2789 -4.0513 1.4941
H 2.2845 -3.8988 -5.7897
H 1.4366 4.7338 -4.6202
H -1.0684 -0.2593 -6.5768
H 3.6282 -4.1705 -3.7311
H -4.6621 2.3155 -4.1838
H -3.9612 1.8316 -7.8428
H 3.1940 -3.5322 0.1611
H 1.5150 1.2403 6.6130
H 3.5511 3.3651 -1.5250
H 1.5613 4.5239 0.0659
H 3.3608 1.1727 4.0543
H 1.3055 8.1076 -3.4272
H 2.6798 0.2250 5.7697
H -2.2769 7.2962 -6.8618
H -3.2314 5.8190 -6.5677
H 2.1026 0.3465 -0.5902
H -2.5431 -0.9020 0.8975
H 2.3845 -3.9360 5.7286
H 0.9245 -6.6393 5.6941
H 0.5933 -2.9245 4.0169
H -3.6718 -3.0223 2.3445
H 0.2508 3.2634 3.7764
H 1.6459 -4.0898 3.6148
H 1.2509 3.8043 2.3097
H 4.1065 -6.4505 3.0891
H 4.4234 -6.5835 0.2597
H 1.4229 2.4959 5.6997
H 0.1736 -6.6534 4.0804
H 1.8292 -6.1828 4.2453
H -0.6552 1.2389 5.9804
H -3.7910 2.4366 5.2032
H -1.8037 2.9020 1.6425
H 4.5365 -4.7224 -7.0525
H 2.3994 -5.3096 8.9944
H -4.1374 -2.5816 -3.8180
H -3.6141 0.9111 -6.3429
H -2.2212 1.7546 -4.8821
H 4.0442 -5.4307 -4.8847
H -1.3188 -0.2479 5.5162
H 1.0152 -3.1366 6.5137
H 3.2005 -4.1774 -7.7453
H 3.3654 -1.9752 1.3682
H 5.1986 -4.1641 3.2400
H -4.9813 4.4799 -5.0426
H -1.8932 3.5235 -4.8284
H -0.6991 4.4821 -2.5113
H 3.2021 3.6505 3.6877
H -0.5872 -4.6053 5.3156
H 2.2025 2.4751 -0.9161
H 1.8712 -3.9336 -0.4773
H -4.2430 2.5978 -1.9638
H 1.9985 6.5599 -2.7864
H -3.8429 0.8553 0.7070
H -4.2631 -2.4152 0.8319
H 2.7201 0.0575 -3.2192
H 4.4488 -1.7183 -5.5491
H -4.7134 -4.6521 3.5068
H -0.7662 1.7171 -2.5554
H -1.6944 0.9624 -0.3046
H -2.1582 -2.5458 4.0828
H -1.9604 3.6393 -1.6386
H -6.2258 -5.2356 3.0564
H -0.5834 6.3395 -3.3426
H 1.2097 4.9133 -1.5844
H -0.3774 5.9379 2.6207
H -4.7656 -0.5470 0.5455
H -0.3820 7.8033 -5.4117
H 0.4020 -1.8306 2.0939
H 2.0436 0.3513 -4.8263
H 2.5295 1.6238 2.4969
H 4.1569 -2.0700 2.9379
H -0.2958 0.0183 -2.8393
H 1.1195 -1.4345 0.5180
H -7.7096 0.8403 1.8313
H -0.1599 0.4353 1.6193
H -1.3393 -0.5784 -1.0311
H 3.4875 -4.9689 7.5571
H 1.8613 4.0582 5.8100
H -1.9364 -1.4186 2.2294
H -4.9327 2.1002 -6.4147
H 6.4473 -6.4036 1.2501
H -3.4798 -4.5140 -2.8312
H 2.9178 -1.6860 -6.4671
H -4.1526 -1.1183 -2.9280
H 3.7606 0.0715 -4.4933
H 3.1917 -5.6943 0.8032
H -1.3069 -3.6088 3.3702
H -3.6888 5.1742 -4.0780
H 2.5837 -3.7099 8.3185
H 2.2206 7.0378 -4.4529
H 5.9763 -7.6648 2.3726
H 5.1304 -4.0289 -4.6666
H 6.6282 -6.0749 2.9855
H -5.1307 4.6255 -3.2894
H 0.1814 6.8271 4.0847
H -0.4286 -2.3635 0.5647
H -3.0070 1.7984 -2.6471
H -0.1092 4.3849 -4.6681
H 0.9217 1.2702 -2.8327
H -2.9931 1.1468 4.3137
H -7.1020 -0.3207 0.6382
H 2.4361 -2.1998 2.8584
H 1.6518 1.1178 3.9519
*
```

Atomic partial charges in e from the Mulliken method, atoms 1 to 2: -0.110 -0.694



Record 2
ORCA calculation (ωB97M-V/def2-TZVPD) on a structure of composition C35H13F15GeIrN4S.

Summary:
Orbital gap (alpha / beta)   6.761 / 6.094 eV
Energy   -153408.67049 eV
HOMO energy (alpha / beta)   -0.36829 / -0.43079 Eh
E_LUMO (alpha / beta)   -3.261 / -5.629 eV

```
! RIJCOSX wB97M-V def2-TZVPD def2/J DEFGRID3
* xyz 1 5
Ir 0.5238 2.1797 0.5624
Ge 0.6412 -2.0591 -0.2616
S 0.8274 -0.0079 0.6268
F 5.3976 -1.4172 -2.2736
F 2.7807 -0.8387 -1.9938
F -3.2340 -0.3634 -3.3109
F 6.4780 -3.4636 -0.8734
F -1.9425 -6.4414 0.6976
F 2.3648 -4.3628 1.1262
F -1.4667 -3.5746 4.3862
F -1.8841 -0.5572 -0.9904
F -0.1295 -1.8277 2.8907
F -0.1229 -3.2292 -5.3525
F 1.2533 -3.3994 -3.0591
F -2.3688 -5.8907 3.3155
F -0.5968 -4.6999 -0.8359
F -2.3543 -1.7122 -5.4899
F 4.9572 -4.9338 0.8046
N -1.4633 2.4022 0.9488
N 0.2546 4.0187 -0.0712
N 1.2930 4.7864 -0.3711
N 2.4115 2.7439 -0.0022
C 2.4418 4.0664 -0.3666
C -2.6820 6.2593 0.0046
C -1.9561 3.6517 0.6410
C 3.5579 2.0336 -0.0075
C -1.5033 -5.3043 1.2186
C -2.7715 -0.3396 3.0490
C 4.6387 -2.1358 -1.4538
C -0.8214 -4.3861 0.4480
C -4.3921 0.1604 1.3445
C -1.7201 -5.0243 2.5563
C 0.1566 -2.6390 -3.0902
C -1.0237 4.5586 0.0801
C -2.1324 -1.1051 -3.2395
C -1.3776 5.8467 -0.2469
C -2.3307 1.3891 1.4431
C 4.7609 2.5900 -0.3598
C -1.4195 -1.2072 -2.0632
C 3.6524 4.6825 -0.7102
C -3.6064 5.4022 0.6048
C -3.5579 1.1424 0.8355
C -0.2646 -1.9601 -1.9579
C -4.0068 -0.5764 2.4558
C -0.5380 -2.5667 -4.2813
C -0.5718 -2.9441 2.3024
C -0.3470 -3.1855 0.9571
C 5.1931 -3.1838 -0.7369
C 2.4869 -2.5839 -0.4336
C 4.4137 -3.9338 0.1249
C -1.2544 -3.8410 3.1011
C 4.8069 3.9442 -0.7081
C 3.2991 -1.8562 -1.2916
C 3.0746 -3.6223 0.2721
C -1.6838 -1.7927 -4.3527
C -1.9298 0.6352 2.5406
C -3.2533 4.1116 0.9333
H 5.7492 4.4072 -0.9688
H -3.8304 1.6787 -0.0648
H -3.9581 3.4688 1.4399
H -4.6049 5.7535 0.8261
H -2.4642 -0.9090 3.9174
H -0.6441 6.5078 -0.6853
H 3.4766 0.9981 0.2886
H -2.9771 7.2674 -0.2543
H 5.6511 1.9780 -0.3583
H 3.6322 5.7322 -0.9650
H -4.6663 -1.3339 2.8588
H -0.9805 0.8472 3.0159
H -5.3421 -0.0341 0.8638
*
```

Atomic partial charges in e from the natural (NBO) method, atoms 1 to 2: 0.877 1.511



Record 3
ORCA calculation (ωB97M-V/def2-TZVPD) on a structure of composition C35H21BrF6N7O5S2Ta at a distorted geometry.

Summary:
Orbital gap   5.865 eV
ΔE to the lowest compared entry with this formula, charge and spin   158.76 kJ/mol
Energy   -166861.48786 eV
HOMO energy   -0.45884 Eh
E_LUMO   -6.621 eV

```
! RIJCOSX wB97M-V def2-TZVPD def2/J DEFGRID3
* xyz 2 1
Ta -0.0224 -0.1829 0.4671
Br 5.0633 3.0621 -7.1163
S 2.0817 -1.2337 1.9439
S 0.3982 -0.4041 3.7890
F 4.6488 -1.4925 2.2050
F -0.4879 1.5241 5.2368
F 3.4934 -3.2696 2.6737
F 1.4998 0.8367 5.7761
F 3.7500 -2.6567 0.6091
F 1.2172 2.0584 4.0051
O -0.2425 0.1526 2.5342
O 0.9390 -2.0222 1.4004
O 0.4439 -0.9420 -1.1248
O 2.1761 -0.0734 1.0110
O -0.3644 -1.3566 4.4953
N -0.3053 1.1653 -2.6113
N 0.0043 -1.6293 -6.6309
N 0.3932 1.9957 0.4159
N -1.7813 0.7116 0.0547
N 1.9015 -0.8477 3.4224
N -1.6471 -1.7728 0.5732
N 0.5946 -1.0293 -7.5316
C 1.5713 2.6083 0.4680
C -3.6553 -3.6257 -0.0164
C 1.7740 0.8630 -8.2875
C -4.8199 -0.5417 -1.7530
C 2.7629 1.8309 -8.2284
C 1.6929 3.9878 0.6539
C 3.7000 1.7676 -7.2094
C -0.7420 2.7627 0.5039
C 2.6594 -0.2014 -6.3141
C 0.5648 4.7472 0.8246
C -3.1307 2.7628 0.4960
C 1.6926 -0.1267 -7.3145
C -0.6068 0.9521 -5.3900
C -2.5919 -3.9619 0.7774
C -0.1264 -0.1563 -4.6511
C 0.6730 -2.4422 -4.4542
C 0.4110 -1.1084 -2.4916
C 0.6867 1.1378 4.7932
C 0.2566 -1.4001 -5.2359
C -3.8262 0.3729 -1.3304
C -0.9000 2.1126 -4.7374
C -0.7132 2.1740 -3.3400
C -3.1074 4.1482 0.7805
C 3.6490 -2.2618 1.8573
C -4.8124 -1.8434 -1.3406
C 0.7731 -2.2913 -3.0556
C -2.7552 -1.4094 -0.1451
C -2.8252 -0.0536 -0.5006
C -0.7054 4.1401 0.7533
C -0.0285 0.0029 -3.2561
C -1.9324 4.8345 0.8924
C -3.7620 -2.3107 -0.5118
C -1.9554 2.0765 0.3326
C -1.5938 -3.0154 1.0369
C 3.6676 0.7455 -6.2688
H 1.1123 -3.1121 -2.4379
H 0.9308 -3.3860 -4.9156
H 2.6727 -1.0100 -5.5989
H -4.0487 4.6658 0.9027
H 2.8173 2.6113 -8.9739
H 2.4554 1.9986 0.3664
H -2.4890 -4.9526 1.1949
H -0.7356 -3.2953 1.6247
H 0.6375 5.8129 1.0037
H 1.0462 0.8631 -9.0884
H -0.7411 0.8741 -6.4604
H 4.4375 0.6875 -5.5122
H -5.5913 -2.5287 -1.6463
H -0.9130 3.1032 -2.8134
H 2.6794 4.4267 0.6785
H -4.4186 -4.3547 -0.2589
H -5.6065 -0.1877 -2.4050
H -3.8670 1.3978 -1.6706
H -1.2647 2.9791 -5.2704
H -1.9206 5.8973 1.0930
H -4.0821 2.2564 0.4241
*
```

Atomic partial charges in e from the Mulliken method, atoms 1 to 2: 1.459 -0.140



Record 4
ORCA calculation (ωB97M-V/def2-TZVPD) on a structure of composition C35H21Cl3F2N4O2S5Ti at a distorted geometry.

Summary:
Orbital gap (alpha / beta)   4.353 / 6.081 eV
Energy   -166989.66162 eV
HOMO energy (alpha / beta)   -0.00863 / -0.07219 Eh
E_LUMO (alpha / beta)   4.118 / 4.116 eV

```
! RIJCOSX wB97M-V def2-TZVPD def2/J DEFGRID3
* xyz -2 3
Ti -1.2253 -0.2357 -0.1887
Cl -4.2192 -3.7318 -1.8454
Cl -5.7172 -1.3089 -2.2176
Cl -2.8518 -1.2768 -2.4456
S 5.1188 -1.7110 3.0846
S 1.5858 -4.0303 2.0885
S 1.7760 -6.4324 3.8442
S 3.8644 -4.3088 3.8604
S 2.4061 -1.3216 1.0916
F 1.0192 4.8312 -0.3654
F 0.1201 2.9459 3.8271
O -5.1049 -1.9840 0.6424
O -3.0138 -1.2379 0.3646
N -0.8420 -0.6863 1.8728
N -0.4337 -1.9776 -0.8106
N -0.5509 0.2815 -1.9083
N -2.4962 1.2048 -0.5485
C 2.6304 -0.9714 -3.3889
C -4.3159 3.1124 -1.5037
C 1.6185 -0.0581 -3.1122
C -0.1009 1.4403 0.4538
C 0.5644 -0.4182 -2.2716
C -3.4939 1.6634 0.2280
C 2.3775 -4.9966 3.2964
C -1.9892 2.6421 -4.3919
C 2.7161 -2.6278 2.0836
C -1.0942 1.7145 -3.8744
C -0.0647 1.5493 1.8667
C -3.0470 3.1302 -3.6516
C -4.2154 -1.9794 -1.5862
C -0.9624 -1.8784 2.4529
C 1.5800 -2.6591 -2.0148
C 2.6108 -2.2535 -2.8802
C -0.2398 0.2975 2.5836
C 1.4163 -3.9708 -1.5140
C -0.6390 -3.2626 -0.4910
C -2.3639 1.7198 -1.8059
C 0.2241 2.7749 2.4725
C 0.5991 -1.7043 -1.6578
C -1.2570 1.2315 -2.5670
C 0.2900 2.5717 -0.2667
C -0.4756 -2.1796 3.7105
C -4.4111 2.5982 -0.2184
C -3.2577 2.6785 -2.3374
C 0.5796 3.8912 1.7476
C 0.6352 3.7462 0.3720
C 0.1835 -1.1822 4.4246
C 0.2857 0.0696 3.8569
C -4.1107 -1.6911 0.0146
C 0.2536 -4.2709 -0.8217
C 5.9345 -1.9875 1.4758
C 3.7802 -2.8218 2.9159
H 0.7982 4.8287 2.2340
H 3.3801 -2.9666 -3.1439
H 0.0350 -5.2833 -0.5105
H -3.7352 3.8499 -4.0730
H -5.0301 3.8372 -1.8714
H -5.2073 2.9186 0.4401
H -1.8554 2.9843 -5.4127
H -1.4721 -2.6452 1.8842
H 0.3426 2.5647 -1.3471
H 5.2208 -1.7406 0.6953
H 0.6202 -1.3901 5.3909
H -0.2852 1.3424 -4.4882
H 1.6738 0.9432 -3.5122
H -0.5802 -3.1731 4.1181
H 2.1683 -4.7224 -1.7125
H 6.2405 -3.0279 1.4085
H 6.7944 -1.3273 1.4392
H -3.5534 1.2501 1.2326
H 3.4428 -0.6790 -4.0411
H 0.8014 0.8634 4.3717
H -1.5647 -3.5001 0.0255
*
```

Atomic partial charges in e from the natural (NBO) method, atoms 1 to 2: 1.645 -0.004



Record 5
ORCA calculation (ωB97M-V/def2-TZVPD) on a structure of composition C35H22F6IrN2S2Sb at a distorted geometry.

Summary:
Orbital gap (alpha / beta)   4.637 / 4.636 eV
ΔE to the lowest compared entry with this formula, charge and spin   347.09 kJ/mol
Energy   -86968.94342 eV
HOMO energy (alpha / beta)   -0.48018 / -0.48018 Eh
E_LUMO (alpha / beta)   -8.430 / -8.431 eV

```
! RIJCOSX wB97M-V def2-TZVPD def2/J DEFGRID3
* xyz 2 1
Ir 0.0647 -0.6771 -0.9739
Sb 1.9819 -2.2074 -4.3685
S -0.1385 -5.7982 1.6964
S -4.5894 3.9416 -3.6773
F 3.2861 -1.6437 -3.1299
F 0.6973 -1.4345 -2.8306
F 1.8599 -0.4313 -4.9544
F 1.7942 -3.7700 -3.3490
F 3.1124 -2.8469 -5.6816
F 0.3395 -2.5729 -5.1804
N -1.3145 -2.0538 -0.3104
N -1.6651 0.2268 -1.6050
C -0.6337 -7.1802 2.5446
C 1.7683 2.3606 5.8984
C 4.0194 1.9930 1.2739
C -3.3992 -3.5952 0.5939
C -1.7737 -5.2682 1.4804
C -2.7633 -0.4370 -1.1991
C -2.6396 -6.1644 2.0548
C -3.6633 -2.3910 -0.0709
C -3.0068 1.9349 -2.5986
C -2.0907 -4.0275 0.7934
C -3.8339 5.2565 -4.4366
C 5.7050 1.6516 -0.4240
C 1.8494 0.8867 1.1119
C 3.4452 2.0234 4.2153
C 1.0887 2.0971 3.6135
C -4.1439 1.2571 -2.1624
C 3.1039 2.2187 5.5369
C -5.1650 -0.7161 -0.9936
C -1.9891 -7.2558 2.6653
C 2.4377 1.9443 3.2317
C -1.7616 1.3528 -2.2867
C 4.6743 3.1794 1.6769
C -2.5796 -1.6426 -0.5140
C 4.5578 1.2357 0.2078
C -3.0699 3.1912 -3.3261
C 1.0746 0.2614 0.4108
C 2.7818 1.6172 1.8780
C 6.3203 2.8421 -0.0364
C -1.0629 -3.1940 0.3028
C -2.4759 5.1429 -4.4385
C -2.0390 3.9628 -3.8051
C -4.0383 0.0508 -1.4591
C 0.7642 2.3208 4.9309
C -4.9858 -1.8825 -0.3316
C 5.8062 3.5986 1.0145
H 4.0815 0.3054 -0.0732
H 0.0966 -7.8788 2.9205
H -0.2703 2.4582 5.2130
H 6.2820 4.5278 1.2952
H -1.8207 5.8794 -4.8773
H 4.2524 3.7907 2.4625
H 3.8750 2.2403 6.2944
H -0.9947 3.6960 -3.7180
H -5.1253 1.6618 -2.3766
H 0.3227 2.0770 2.8490
H 7.2069 3.1816 -0.5554
H 1.5069 2.5049 6.9383
H -6.1597 -0.3427 -1.1974
H -0.8384 1.8125 -2.6132
H -2.4949 -8.0620 3.1737
H -4.4250 6.0591 -4.8481
H 6.1178 1.0574 -1.2274
H -0.0248 -3.4839 0.4102
H -4.2296 -4.1939 0.9437
H 4.4808 1.8722 3.9440
H -3.7152 -6.0583 2.0478
H -5.8342 -2.4628 0.0060
*
```

Atomic partial charges in e from the natural (NBO) method, atoms 1 to 2: 1.355 3.183



> Which formula does entry 2 have?

C35H13F15GeIrN4S